1.
Molecular formula: C3H5NO2
Method: DFT, ωB97M-V/def2-TZVPD

XYZ file:
```
11
Properties=species:S:1:pos:R:3:forces:R:3
O -1.699 -1.653 -1.355 0.2103 0.6171 -0.0151
C -1.203 -0.673 -0.964 -0.8281 0.0345 -0.7065
N -0.844 0.507 -0.815 -0.7326 -0.3684 0.1875
C -0.216 0.888 0.421 -0.1256 -0.0965 0.3088
C 0.509 -0.352 0.935 -0.4423 -0.4983 0.2337
O 0.064 -1.424 0.592 0.5353 0.1729 0.7780
H 0.409 1.785 0.315 -0.1052 -0.4362 -0.0330
H -0.991 1.091 1.167 0.0340 0.2239 0.1592
H 1.366 -0.317 1.619 -0.0618 0.3324 0.1290
H 1.022 0.151 -1.189 0.7798 -0.0382 -0.4134
H 1.585 -0.003 -0.726 0.7363 0.0568 -0.6284
```
Positions in Å, forces in eV/Å.

Its multiplicity is 1. For the orbital gap, the calculation gives 10.6 eV. As for the energy above the lowest of the compared OMol25 structures with the same formula, charge and spin: 2.8712 eV. As for the SMILES: O=C=NCC=O.[H][H]. The calculated total energy comes out at -322.46882 Ha.

---

2.
Molecular formula: C3H5NO2
Method: DFT, ωB97M-V/def2-TZVPD

XYZ file:
```
11
Properties=species:S:1:pos:R:3:forces:R:3
N 1.915 1.840 -1.065 -0.4973 -0.9053 0.3996
C 1.363 0.904 -0.671 0.4616 0.8484 -0.3550
C 0.571 -0.256 -0.190 0.0837 0.0554 0.2219
O 0.268 -1.142 -1.231 -0.1795 0.0886 -0.1696
C -0.670 0.288 0.540 0.0980 0.2635 -0.1347
O -1.525 -0.733 0.977 0.0589 -0.1189 0.2146
H 1.193 -0.825 0.510 -0.0516 0.0938 -0.0503
H -0.410 -0.736 -1.789 0.0878 -0.1346 0.0225
H -1.249 0.900 -0.162 0.0873 -0.0765 0.0915
H -0.338 0.948 1.356 -0.0572 -0.1180 -0.1404
H -1.119 -1.186 1.725 -0.0917 0.0037 -0.1001
```
Positions in Å, forces in eV/Å.

Its multiplicity is 1. For the orbital gap, the calculation gives 11.6 eV. As for the energy above the lowest of the compared OMol25 structures with the same formula, charge and spin: 1.5865 eV. As for the SMILES: N#C[C@H](O)CO. The calculated total energy comes out at -322.51603 Ha.

---

3.
Molecular formula: C3H5NO2
Method: DFT, ωB97M-V/def2-TZVPD

XYZ file:
```
11
Properties=species:S:1:pos:R:3:forces:R:3
O 1.986 -1.084 0.637 -0.5058 0.3787 -0.2203
C 0.876 -0.688 0.411 0.5432 -0.1755 -0.0767
N -0.304 -1.389 0.117 0.1249 0.0482 -0.2260
C -1.091 -0.144 0.001 -0.3177 0.2614 -0.0632
C 0.170 0.695 0.264 -0.1451 -0.0234 0.2295
O 0.519 1.399 -0.905 0.2791 0.0931 0.1191
H -0.261 -1.976 -0.711 -0.1081 -0.3514 0.4164
H -1.863 -0.022 0.766 0.1042 -0.2887 -0.0782
H -1.537 -0.019 -0.987 0.1523 0.2741 0.0679
H 0.174 1.327 1.162 -0.0380 -0.0536 -0.1832
H 1.331 1.901 -0.754 -0.0890 -0.1630 0.0146
```
Positions in Å, forces in eV/Å.

Its multiplicity is 1. For the orbital gap, the calculation gives 10.5 eV. As for the energy above the lowest of the compared OMol25 structures with the same formula, charge and spin: 1.4889 eV. As for the SMILES: O=C1NC[C@@H]1O. The calculated total energy comes out at -322.51962 Ha.